No. 1
# C3H6NO4

A structure of composition C3H6NO4 in a non-equilibrium geometry (ωB97M-V/def2-TZVPD, the OMol25 dataset).

Summary:
E_tot ... -12884.9265 eV
Charge ... -1
E_HOMO ... -4.675 eV

Last column: natural (NBO) charge in e.
Positions of all 14 atoms, in Å:
C: 1.1126 -0.7599 -1.5133  0.77
C: -0.8961 -0.1068 0.9917  -0.46
C: 0.1739 0.4254 -1.1413  -0.38
N: -0.2199 0.9424 0.2370  -0.15
O: 1.9965 -1.0440 -0.6931  -0.78
O: 0.8605 -1.2517 -2.6549  -0.76
O: 1.7241 0.0338 1.6787  -0.50
O: 1.2359 1.2005 1.1687  -0.22
H: -0.1789 -0.8586 1.2335  0.21
H: -1.3325 0.2192 1.8964  0.18
H: -1.5547 -0.4565 0.3023  0.19
H: -0.7810 0.1220 -1.4704  0.19
H: 0.3079 1.3085 -1.6526  0.20
H: 2.0496 -0.5489 0.8888  0.50


No. 2
# H2N3O2S

A structure of composition H2N3O2S in a non-equilibrium geometry (ωB97M-V/def2-TZVPD, the OMol25 dataset).

Summary:
E_tot ... -19429.8715 eV
Charge ... -1
E_HOMO (spin up / spin down) ... -4.763 / -4.763 eV

Last column: natural (NBO) charge in e.
Positions of all 8 atoms, in Å:
N: -1.5372 0.7636 0.1508  -0.21
N: 0.7309 -0.5157 -0.1395  -0.57
N: 1.7549 -0.4282 -0.8750  0.18
O: 2.7051 -1.3037 -0.6538  -0.59
O: -1.7827 0.3724 1.3858  -0.48
S: -2.2426 2.0905 -0.4432  -0.06
H: -0.3503 0.1708 -0.1378  0.41
H: 0.7219 -1.1497 0.7127  0.33


No. 3
# C4H10N2

A structure of composition C4H10N2 in a non-equilibrium geometry (ωB97M-V/def2-TZVPD, the OMol25 dataset).

Summary:
E_tot ... -7286.6869 eV
E_HOMO ... -8.905 eV

Last column: natural (NBO) charge in e.
Positions of all 16 atoms, in Å:
C: -0.8039 0.8724 0.8418  -0.30
C: -0.3035 0.0909 -0.2472  0.06
C: -1.2275 -0.3237 -1.3424  -0.60
C: 1.2012 0.2132 -0.6279  -0.61
N: -0.4759 -0.5200 1.0861  -0.25
N: 1.0336 -0.5941 2.0597  -0.71
H: -0.0546 1.4659 1.3036  0.22
H: -1.8659 1.1124 0.9051  0.21
H: -1.0545 -1.3039 -1.6329  0.22
H: -1.2600 0.5108 -2.1003  0.22
H: -2.2654 -0.4419 -0.8521  0.21
H: 1.3818 0.6213 -1.5456  0.21
H: 1.8092 -0.6216 -0.5532  0.20
H: 1.4723 0.9916 0.0511  0.22
H: 1.6391 -1.3343 1.6501  0.34
H: 0.5704 -1.0081 2.8816  0.35


No. 4
# C25H52IN5O11PS5

A cluster of 6 separate species, C25H52IN5O11PS5 in total in a non-equilibrium geometry (ωB97M-V/def2-TZVPD, the OMol25 dataset).

Summary:
E_tot ... -128293.3317 eV
Charge ... +1
E_HOMO ... -11.861 eV

Last column: Mulliken charge in e.
Positions of all 100 atoms, in Å:
C: -3.1583 0.3843 0.6178  -0.48
C: -2.9863 0.4675 2.2774  -0.10
C: -1.8833 1.5904 2.7423  -0.22
C: -0.6502 1.0145 3.6565  -0.54
N: 0.5413 0.5252 2.8597  -0.34
N: 0.6472 -0.8546 2.9304  0.19
C: 0.9020 -1.7644 4.1172  -0.11
N: 0.8811 -3.2135 3.6688  -0.44
N: 0.6492 -3.0490 2.2888  -0.16
N: 0.5306 -1.7237 1.8578  0.76
P: 0.2138 -1.4815 0.1217  0.08
O: 1.3445 -2.5837 -0.6940  -0.59
I: 0.9079 0.7856 -0.6390  0.24
H: -3.5584 1.4339 0.2196  0.32
H: -3.8979 -0.4687 0.2893  0.06
H: -2.1351 0.2053 0.0767  -0.02
H: -2.8007 -0.6128 2.7070  -0.03
H: -4.0453 0.8174 2.6771  0.31
H: -1.4019 2.0264 1.7512  -0.03
H: -2.4360 2.4562 3.3245  0.33
H: -1.0642 0.1972 4.4171  0.26
H: -0.2694 1.9238 4.3216  0.32
H: 1.4339 1.0027 3.1363  0.31
H: 1.0821 -1.3337 5.1904  0.47
H: 1.4611 -2.2316 -1.6386  0.39
C: 5.2406 -3.1697 6.8267  -0.73
C: 5.4065 -2.4981 8.1891  -0.66
C: 5.0813 -1.0158 8.0124  -0.62
S: 3.9299 -0.9159 6.6500  1.19
O: 4.5691 -0.2135 5.5573  -0.66
O: 2.6245 -0.5402 7.1554  -0.70
C: 3.9195 -2.6574 6.2725  -0.52
H: 5.2462 -4.2605 6.9083  0.36
H: 6.0647 -2.8746 6.1663  0.32
H: 4.7065 -2.9466 8.9045  0.30
H: 6.4164 -2.6359 8.5879  0.33
H: 4.6198 -0.5955 8.9095  0.34
H: 5.9717 -0.4396 7.7465  0.36
H: 3.8188 -2.8059 5.1960  0.35
H: 3.0714 -3.1083 6.7963  0.36
C: 3.4542 3.0411 -3.4949  -0.72
C: 4.7328 3.6196 -2.8906  -0.67
C: 4.6859 5.1346 -3.0822  -0.68
S: 2.9562 5.5795 -3.1249  1.23
O: 2.6418 6.0801 -4.4465  -0.67
O: 2.6220 6.3105 -1.9189  -0.70
C: 2.3222 3.9201 -2.9842  0.09
H: 3.3090 1.9943 -3.2123  0.32
H: 3.5059 3.0931 -4.5890  0.34
H: 4.7692 3.3841 -1.8201  0.27
H: 5.6281 3.1909 -3.3515  0.36
H: 5.1758 5.6596 -2.2583  0.35
H: 5.1359 5.4318 -4.0335  0.36
H: 1.4045 3.8200 -3.5662  -0.18
H: 2.1207 3.7274 -1.9262  0.30
C: -4.2837 -5.4254 0.9059  -0.63
C: -3.0051 -4.8468 1.5102  -0.86
C: -3.0520 -3.3319 1.3186  0.45
S: -4.7817 -2.8869 1.2759  1.12
O: -5.0961 -2.3863 -0.0457  -0.65
O: -5.1159 -2.1559 2.4819  -0.68
C: -5.4157 -4.5464 1.4166  -0.78
H: -4.4290 -6.4721 1.1885  0.38
H: -4.2320 -5.3733 -0.1882  0.29
H: -2.9687 -5.0823 2.5808  0.33
H: -2.1098 -5.2756 1.0493  0.36
H: -2.5621 -2.8068 2.1425  -0.10
H: -2.6020 -3.0346 0.3673  -0.02
H: -6.3334 -4.6464 0.8347  0.42
H: -5.6172 -4.7390 2.4746  0.33
C: -2.1351 6.3046 -3.9152  -0.70
C: -3.4616 5.5504 -3.8365  -0.65
C: -3.1460 4.0578 -3.9185  -0.61
S: -1.5002 3.8577 -3.2530  1.22
O: -0.6241 3.4137 -4.3166  -0.75
O: -1.5813 3.1730 -1.9782  -0.60
C: -1.1958 5.5883 -2.9562  -0.23
H: -2.2515 7.3597 -3.6507  0.39
H: -1.7402 6.2526 -4.9368  0.29
H: -3.9509 5.7720 -2.8803  0.29
H: -4.1472 5.8534 -4.6340  0.34
H: -3.8505 3.4648 -3.3297  0.33
H: -3.1379 3.7068 -4.9540  0.34
H: -0.1438 5.8185 -3.1331  0.00
H: -1.4585 5.8006 -1.9156  0.36
C: -0.4711 -2.4057 -6.5044  -0.51
C: -0.6891 -3.8412 -6.0287  -0.64
C: -0.3116 -3.8965 -4.5493  -0.67
S: -0.5996 -2.2578 -3.8985  1.34
O: 0.6724 -1.6871 -3.5081  -0.76
O: -1.7406 -2.2931 -3.0056  -0.71
C: -1.1005 -1.5185 -5.4407  -0.77
H: -0.9168 -2.2317 -7.4881  0.36
H: 0.6035 -2.1997 -6.5776  0.27
H: -1.7458 -4.1091 -6.1499  0.30
H: -0.1006 -4.5551 -6.6133  0.32
H: -0.9262 -4.6171 -4.0039  0.36
H: 0.7475 -4.1331 -4.4151  0.37
H: -0.7586 -0.4832 -5.4873  0.38
H: -2.1928 -1.5576 -5.4913  0.35